ORCA calculation (ωB97M-V/def2-TZVPD) on C17H31N4O3RuSi as an isolated structure.

Last column: Löwdin spin population.
Atoms and positions in Å:
Ru (-0.01, -0.24, -0.47)  2.573
C (-2.98, 3.31, 2.30)  0.002
N (-2.77, 2.47, 1.11)  0.022
C (-3.69, 2.75, 0.00)  0.002
C (-1.80, 1.61, 0.99)  0.005
O (-1.61, 0.97, -0.11)  0.048
C (-0.83, 1.35, 2.13)  0.004
O (-0.09, 0.15, 1.88)  0.081
C (-0.50, -1.01, 2.61)  0.005
C (-0.99, -2.06, 1.63)  0.013
O (-0.86, -1.81, 0.37)  0.110
N (-1.51, -3.18, 2.03)  0.028
C (-2.00, -4.20, 1.09)  0.002
C (-1.66, -3.53, 3.45)  0.003
H (-4.05, 3.33, 2.52)  0.000
H (-2.45, 2.94, 3.17)  0.000
H (-2.65, 4.32, 2.08)  0.001
H (-4.71, 2.66, 0.37)  0.001
H (-3.53, 3.77, -0.35)  0.001
H (-3.53, 2.04, -0.81)  0.000
H (-0.11, 2.17, 2.20)  0.000
H (-1.35, 1.27, 3.09)  0.001
H (0.37, -1.39, 3.15)  0.000
H (-1.27, -0.76, 3.33)  0.000
H (-1.98, -3.82, 0.08)  0.000
H (-1.37, -5.09, 1.18)  0.001
H (-3.02, -4.46, 1.37)  0.001
H (-1.12, -2.85, 4.10)  0.000
H (-2.71, -3.54, 3.72)  0.001
H (-1.25, -4.53, 3.60)  0.001
C (-0.44, 2.64, -2.90)  0.008
C (0.73, 1.72, -2.96)  0.068
C (1.73, 1.86, -3.96)  0.220
C (2.82, 1.01, -4.01)  0.004
C (2.95, -0.01, -3.08)  0.196
C (1.94, -0.12, -2.10)  0.068
N (0.87, 0.76, -2.07)  0.080
N (1.78, -1.00, -1.11)  0.380
Si (2.94, -2.37, -0.59)  0.027
C (2.86, -3.60, -1.96)  0.013
C (2.22, -2.95, 1.01)  -0.001
C (4.59, -1.57, -0.34)  0.010
H (-0.93, 2.67, -3.88)  0.002
H (-0.10, 3.65, -2.68)  0.003
H (-1.16, 2.33, -2.15)  0.000
H (1.61, 2.66, -4.69)  0.008
H (3.56, 1.13, -4.79)  -0.003
H (3.78, -0.70, -3.11)  0.007
H (1.84, -3.96, -2.14)  0.000
H (3.47, -4.47, -1.71)  0.002
H (3.25, -3.20, -2.90)  0.000
H (1.26, -3.46, 0.88)  0.000
H (2.13, -2.13, 1.73)  0.000
H (2.91, -3.68, 1.45)  0.000
H (5.06, -1.23, -1.26)  0.001
H (5.26, -2.31, 0.09)  0.001
H (4.54, -0.74, 0.36)  0.000

Computed properties:
Gap between HOMO and LUMO (spin up / spin down) (eV): 8.486 / 7.014
Highest occupied orbital energy (spin up / spin down) (hartree): -0.66739 / -0.69706
Net charge: +3
2S+1: 5


ORCA calculation (ωB97M-V/def2-TZVPD) on one molecule with the formula C2H3FNP in a non-equilibrium geometry.

Last column: natural (NBO) charge in e.
Atoms and positions in Å:
C (-0.48, -0.30, -0.36)  -0.085
C (0.39, 0.71, 0.10)  -0.340
N (-0.32, -1.54, -0.42)  -0.624
F (-2.92, -0.50, 0.55)  -0.582
P (-2.19, 0.64, -0.37)  0.857
H (0.98, 0.54, 0.98)  0.217
H (0.40, 1.68, -0.36)  0.203
H (-1.12, -2.13, -0.58)  0.353

Computed properties:
Gap between HOMO and LUMO (spin up / spin down) (eV): 7.534 / 7.581
Highest occupied orbital energy (spin up / spin down) (hartree): -0.31771 / -0.31474
Net charge: 0


ORCA calculation (ωB97M-V/def2-TZVPD) on one molecule with the formula C6H6N2O3 in a non-equilibrium geometry.

Last column: natural (NBO) charge in e.
Atoms and positions in Å:
C (-0.57, 1.22, 0.90)  -0.214
C (0.62, 1.85, 0.88)  -0.030
C (1.65, 0.27, -0.23)  0.365
C (-0.79, -0.23, 0.39)  -0.198
C (0.31, -0.41, -0.65)  0.225
C (-0.04, -0.53, -2.08)  -0.650
N (1.85, 1.28, 0.50)  -0.309
N (-0.53, -1.26, 1.52)  0.533
O (-1.45, -2.07, 1.73)  -0.391
O (0.54, -1.28, 2.06)  -0.328
O (1.62, -1.01, -0.39)  -0.400
H (-1.38, 1.66, 1.41)  0.219
H (0.64, 2.75, 1.38)  0.206
H (-1.73, -0.57, -0.03)  0.257
H (-0.74, -1.48, -2.25)  0.226
H (0.78, -0.47, -2.81)  0.257
H (-0.77, 0.28, -2.34)  0.231

Computed properties:
Gap between HOMO and LUMO (spin up / spin down) (eV): 6.326 / 6.482
Highest occupied orbital energy (spin up / spin down) (hartree): -0.22981 / -0.35125
Net charge: 0
2S+1: 3


ORCA calculation (ωB97M-V/def2-TZVPD) on one molecule with the formula C4H4O2S in a non-equilibrium geometry.

Last column: natural (NBO) charge in e.
Atoms and positions in Å:
O (-1.41, 0.16, 1.92)  -0.662
C (-0.55, -0.28, 0.97)  0.545
C (-0.28, -1.42, 0.33)  -0.365
C (0.35, -0.93, -0.91)  -0.338
C (0.53, 0.41, -0.77)  0.168
S (1.52, 1.57, -1.73)  0.026
O (-0.10, 0.92, 0.26)  -0.473
H (-1.17, 1.00, 2.19)  0.488
H (-0.70, -2.39, 0.46)  0.248
H (0.76, -1.60, -1.71)  0.235
H (1.06, 2.55, -1.02)  0.128

Computed properties:
Gap between HOMO and LUMO (eV): 8.650
Highest occupied orbital energy (hartree): -0.29260
Net charge: 0
Structure (SMILES): Oc1ccc(S)o1


no.,E_tot (eV)
1,-40668.8088
2,-15616.2431
3,-15431.7678
4,-19141.2020